Arrangement w

13
Properties=species:S:1:pos:R:3:nbo_charge:R:1 method="wB97M-V/def2-TZVPD" smiles="C=CN.C=N" orbital_gap_ev=9.2461 molar_mass_g_mol=72.11 homo_ev=-8.13 lumo_energy_ev=1.116
C 4.2621 -2.4478 -1.4380 -0.0521
N 5.0272 -1.4334 -1.5451 -0.6058
H 3.7909 -2.6606 -2.4762 0.1675
H 4.1205 -3.2736 -0.5784 0.1575
H 5.7952 -1.5611 -0.9238 0.3329
C -2.3893 2.5199 0.7321 -0.5058
C -3.0405 1.4288 0.4049 0.0123
N -3.5686 0.4381 1.2463 -0.8273
H -2.7063 3.0018 1.6478 0.1793
H -1.5103 2.9264 0.2098 0.2170
H -2.6838 0.9074 -0.4693 0.1699
H -3.7093 0.6502 2.1866 0.3710
H -3.3878 -0.4960 1.0033 0.3836

=====

Arrangement x

13
Properties=species:S:1:pos:R:3:nbo_charge:R:1 method="wB97M-V/def2-TZVPD" orbital_gap_ev=9.4714 molar_mass_g_mol=72.11 homo_ev=-8.56 lumo_energy_ev=0.910
C 1.2781 -0.9257 0.0526 -0.4118
C 0.2740 1.2901 -0.0022 -0.4135
C -1.1719 -0.7295 -0.0763 0.3133
H 1.9435 -0.0311 0.1849 0.2049
H 1.7611 -1.6139 -0.7090 0.2065
H 1.1311 -1.5082 0.9332 0.1978
H -0.6994 1.9666 -0.0842 0.2157
H 0.8844 1.6120 -0.8751 0.2010
H 0.7317 1.5345 0.8751 0.1887
H -1.1504 -1.8115 -0.2562 0.1543
H -2.6920 0.6014 0.0642 0.3558
N 0.0211 -0.1336 -0.1626 -0.4457
N -2.3111 -0.2511 0.0555 -0.7670

=====

Arrangement y

13
Properties=species:S:1:pos:R:3:nbo_charge:R:1 method="wB97M-V/def2-TZVPD" orbital_gap_ev=10.0478 molar_mass_g_mol=72.11 homo_ev=-9.02 lumo_energy_ev=1.032
C 2.0465 0.1861 -0.2497 0.2897
C -1.5966 -0.1798 -0.4006 -0.6322
C -0.4652 0.4623 0.4700 -0.1916
N 3.2792 -0.0911 -0.2592 -0.6963
N 0.8695 -0.1905 0.4399 -0.6389
H 1.9814 1.1583 -0.6985 0.1418
H 0.9883 -1.1894 0.7806 0.3747
H -1.8342 -1.1212 0.0824 0.2037
H -2.5821 0.3609 -0.3801 0.2228
H -1.2609 -0.5121 -1.3680 0.2177
H -0.1910 1.4270 0.2465 0.1982
H -0.8373 0.4773 1.5512 0.1928
H 3.5242 -1.0471 0.0494 0.3177

=====

Last place for stability: arrangement w

=====

Arrangement w

12
Properties=species:S:1:pos:R:3:nbo_charge:R:1 method="wB97M-V/def2-TZVPD" smiles=OCc1nc[nH]n1 orbital_gap_ev=10.8752 molar_mass_g_mol=99.09 homo_ev=-10.06 lumo_energy_ev=0.813
O -2.2529 1.0427 -0.0780 -0.7039
C -1.6884 -0.2383 0.0693 -0.0951
C -0.1872 -0.1898 0.0862 0.2776
N 0.4561 0.7510 -0.5780 -0.3154
N 1.7446 0.4455 -0.3353 -0.3504
C 1.8217 -0.6433 0.4480 0.1795
N 0.6137 -1.0794 0.7351 -0.4736
H -1.6870 1.5310 -0.6919 0.4795
H -2.0147 -0.9132 -0.7382 0.1768
H -2.0474 -0.6609 1.0114 0.2003
H 2.4816 1.0197 -0.7132 0.4161
H 2.7599 -1.0650 0.7844 0.2086

=====

Arrangement x

12
Properties=species:S:1:pos:R:3:nbo_charge:R:1 method="wB97M-V/def2-TZVPD" orbital_gap_ev=9.6898 molar_mass_g_mol=99.09 homo_ev=-9.50 lumo_energy_ev=0.191
C -0.8160 -0.1367 -2.3658 0.3036
C -1.2395 -0.3274 0.6541 -0.0658
N -0.7423 0.6583 0.0813 -0.6093
N -0.7808 -1.3041 -2.3950 -0.6720
H -0.5817 -2.0992 -1.7919 0.4441
H -0.7372 0.7237 -1.1684 0.3230
H -1.1765 -0.4437 1.7370 0.1725
H -1.6021 -1.2516 0.1515 0.1183
N 1.7087 1.7052 1.0451 -0.7668
C 2.2421 0.7179 1.4594 0.8382
O 3.0061 -0.1400 1.6676 -0.5327
H 0.7194 1.8974 0.9251 0.4469

=====

Arrangement y

12
Properties=species:S:1:pos:R:3:nbo_charge:R:1 method="wB97M-V/def2-TZVPD" orbital_gap_ev=9.4143 molar_mass_g_mol=99.09 homo_ev=-8.58 lumo_energy_ev=0.838
C -1.7325 -0.0702 -0.1358 0.0431
C -1.1331 1.1197 0.0790 -0.3819
C 0.2857 0.7364 0.1431 0.3688
H 1.9981 -0.4029 -0.3771 0.4961
H -1.1981 -2.0034 0.2603 0.3942
H -2.7681 -0.2093 -0.2967 0.2159
H -1.5387 2.0982 -0.1771 0.2384
H 1.1680 2.3432 -0.2825 0.3576
N 0.3250 -0.6058 0.4218 -0.0027
N -0.8519 -1.1252 -0.1233 -0.4093
N 1.3907 1.3626 -0.0668 -0.7612
O 1.4715 -1.2453 -0.1583 -0.5590

=====

Last place for stability: arrangement x

=====

Arrangement w

12
Properties=species:S:1:pos:R:3:nbo_charge:R:1 method="wB97M-V/def2-TZVPD" smiles="[H]/N=N/C(=C)NC=O" orbital_gap_ev=9.5368 molar_mass_g_mol=99.09 homo_ev=-9.72 lumo_energy_ev=-0.183
C -1.6740 0.1180 0.5389 -0.4045
C -0.3693 0.1284 0.8124 0.2381
N 0.2801 1.4048 0.6183 -0.0981
N 1.2601 1.1757 -0.1010 -0.3059
C 0.8738 -0.7562 -0.8081 0.5383
O 1.7948 -1.2513 -1.3844 -0.5572
N 0.5184 -0.9410 0.6143 -0.6853
H -0.0328 -0.2742 -1.2864 0.0924
H -2.2326 1.0425 0.4650 0.2241
H -2.1731 -0.8185 0.3088 0.2104
H 1.7001 2.0121 -0.4790 0.3550
H 0.0545 -1.8405 0.7012 0.3926

=====

Arrangement x

12
Properties=species:S:1:pos:R:3:nbo_charge:R:1 method="wB97M-V/def2-TZVPD" smiles=Cc1nncn1O orbital_gap_ev=9.2369 molar_mass_g_mol=99.09 homo_ev=-9.11 lumo_energy_ev=0.128
C -1.6028 -0.5156 -0.1121 -0.6901
C -0.1291 -0.5424 -0.0417 0.2538
C 1.9231 0.2273 -0.1118 0.0993
H -2.3377 -0.4065 0.8699 0.2317
H -1.8347 0.3779 -0.7535 0.2344
H -1.7880 -1.7110 -0.4621 0.2748
H 2.8003 0.7630 -0.2879 0.2261
H -0.4059 1.9610 0.8364 0.4845
N 0.6061 -1.6006 0.0675 -0.2490
N 1.8226 -1.1233 0.0449 -0.2901
N 0.6671 0.5936 -0.0043 -0.0708
O 0.2790 1.9766 -0.0453 -0.5047

=====

Last place for stability: arrangement x

=====

Arrangement w

12
Properties=species:S:1:pos:R:3:nbo_charge:R:1 method="wB97M-V/def2-TZVPD" orbital_gap_ev=8.4786 molar_mass_g_mol=99.09 homo_ev=-8.31 lumo_energy_ev=0.168
O 1.3871 -2.0134 -0.7865 -0.6558
C 1.2319 -0.6961 -0.7091 0.2138
C -0.7629 -0.6410 -0.2103 -0.0294
N -1.6831 0.3072 -0.4445 -0.3552
N -1.4220 1.2780 0.4659 -0.3225
C -0.3496 1.0018 1.1973 0.1482
N 0.0981 -0.2062 0.8344 -0.5185
H 0.5185 -2.3498 -1.0798 0.5126
H 0.9187 -0.1477 -1.5963 0.1916
H 2.0765 -0.2466 -0.1965 0.1912
H -2.0601 2.0561 0.5631 0.4149
H 0.0471 1.6576 1.9622 0.2091

=====

Arrangement x

12
Properties=species:S:1:pos:R:3:nbo_charge:R:1 method="wB97M-V/def2-TZVPD" orbital_gap_ev=9.4636 molar_mass_g_mol=99.09 homo_ev=-9.01 lumo_energy_ev=0.456
C 2.0264 -0.8808 0.0251 0.8666
C -1.3390 0.3053 -0.0805 -0.2901
C -0.3152 -0.5009 0.7085 -0.2117
N 0.3661 1.5653 -0.6425 -0.2730
N -0.6688 1.5289 0.0047 -0.1620
N 0.9649 -0.3493 0.1270 -0.5476
O 3.1651 -0.9983 -0.1451 -0.4950
H -1.2978 -0.0562 -1.1187 0.1790
H -2.4702 0.3822 0.2696 0.2312
H -0.2460 -0.2047 1.6904 0.2166
H -0.6240 -1.6685 0.6137 0.2097
H 0.4386 0.8771 -1.4521 0.2762

=====

Last place for stability: arrangement w